[1]
A structure of composition C51H61IMgN2O7P2SSi. Source: the Open Molecules 2025 dataset; level of theory: ωB97M-V with the def2-TZVPD basis set.

Maximum force in hartree/bohr: 0.0285
LUMO level in eV: 0.0
Charge: 0

```
127
C51H61IMgN2O7P2SSi ωB97M-V with the def2-TZVPD basis set
Mg 0.71564 1.50778 0.21570
C 4.92884 0.30858 -0.73832
C 4.48439 0.20717 0.68994
N 5.20619 -0.45895 1.55444
C 4.80301 -0.51901 2.84930
C 3.69309 0.11604 3.32204
C 3.36363 0.05460 4.78857
O 3.57475 1.30349 5.46422
C 2.88807 0.84852 2.41098
C 1.86755 1.73948 2.89656
N 1.02237 2.38753 2.15382
C 0.22823 3.38177 2.76552
C -0.36992 3.19698 4.01664
C -1.11378 4.19877 4.61738
C -1.28793 5.41951 3.97895
C -0.72912 5.61827 2.72554
C 0.00625 4.60792 2.12740
I 0.84383 4.97301 0.23626
C 3.24653 0.86020 1.03825
O 2.57196 1.47851 0.13192
H 5.86064 -0.23420 -0.88470
H 5.05722 1.35897 -1.01573
H 4.14961 -0.08845 -1.39184
H 5.43171 -1.10988 3.51005
H 3.95704 -0.73297 5.25935
H 2.31158 -0.18855 4.94018
H 4.48160 1.57888 5.29493
H 1.91871 1.97711 3.95864
H -0.25155 2.23877 4.51010
H -1.55614 4.02394 5.59115
H -1.85773 6.21147 4.44997
H -0.86814 6.56016 2.21076
O 0.75585 2.12551 -1.75497
P -0.29039 2.19213 -2.82768
C -1.70650 3.19683 -2.26247
P -2.30958 2.58814 -0.65066
O -1.17991 2.27705 0.28621
C -3.45716 1.23179 -0.90094
C -3.47316 0.23893 0.07594
C -4.45296 -0.74565 0.03522
C -5.40175 -0.73897 -0.97651
C -5.38847 0.25730 -1.94737
C -4.42481 1.25055 -1.90492
C -3.32410 3.92958 -0.00657
C -3.33600 4.12130 1.37323
C -4.12098 5.12519 1.92331
C -4.89742 5.93011 1.10082
C -4.89755 5.73077 -0.27543
C -4.11309 4.73180 -0.82967
C -0.93685 0.63629 -3.41788
C -2.03929 0.60526 -4.27316
C -2.39589 -0.57356 -4.89886
C -1.64368 -1.72028 -4.68019
C -0.55960 -1.69414 -3.81797
C -0.19393 -0.51676 -3.18062
C 0.31093 3.03877 -4.30440
C 0.56625 2.33760 -5.48171
C 1.05829 3.00635 -6.59469
C 1.29443 4.37318 -6.53661
C 1.05983 5.07252 -5.35914
C 0.57369 4.40791 -4.24553
H -2.48940 3.23211 -3.02149
H -1.33112 4.20279 -2.07608
H -2.70804 0.22513 0.84245
H -4.46430 -1.51728 0.79762
H -6.16141 -1.51339 -1.01481
H -6.14057 0.26520 -2.72842
H -4.43377 2.04060 -2.64962
H -2.72401 3.48511 2.00603
H -4.11929 5.28077 2.99587
H -5.50469 6.71831 1.53081
H -5.50826 6.35657 -0.91563
H -4.11887 4.58170 -1.90558
H -2.60519 1.51059 -4.46752
H -3.25583 -0.59959 -5.55757
H -1.90930 -2.64072 -5.18631
H 0.00541 -2.58783 -3.61377
H 0.65952 -0.49970 -2.51376
H 0.38513 1.26990 -5.52823
H 1.26018 2.45684 -7.50573
H 1.66461 4.89550 -7.41099
H 1.26233 6.13541 -5.30927
H 0.41531 4.95428 -3.32009
C 2.12774 -5.06094 -1.21763
C 2.76165 -3.67109 -1.17612
C 4.04483 -3.71007 -0.34494
C 3.12757 -3.23161 -2.59120
O 1.79096 -2.69702 -0.68043
Si 0.90796 -2.62020 0.72547
S -0.05327 -0.78272 0.93519
O -0.16307 -3.87953 0.79393
C -1.51806 -4.23970 0.52946
C -2.39206 -3.77322 1.69233
C -1.54192 -5.76122 0.43463
C -2.03695 -3.66388 -0.77912
O 1.93312 -2.96268 1.95958
C 1.81875 -3.64946 3.21018
C 3.14322 -3.46131 3.93418
C 0.68621 -3.03729 4.03268
C 1.58212 -5.14691 2.99710
H 2.83430 -5.78164 -1.63829
H 1.22390 -5.05326 -1.83652
H 1.84675 -5.38398 -0.21294
H 4.78689 -4.35000 -0.83351
H 3.84307 -4.09474 0.64905
H 4.45917 -2.70795 -0.23233
H 4.01662 -3.76916 -2.92978
H 3.34155 -2.16098 -2.60642
H 2.32150 -3.43464 -3.29779
H -2.04318 -4.21363 2.63019
H -3.43196 -4.07733 1.52992
H -2.34120 -2.68180 1.77085
H -1.24476 -6.21624 1.38437
H -0.84129 -6.09108 -0.33722
H -2.54565 -6.10842 0.17320
H -1.88221 -2.58477 -0.81141
H -3.10322 -3.88313 -0.89329
H -1.50429 -4.11801 -1.61283
H 3.27265 -2.41668 4.21886
H 3.97100 -3.73967 3.27726
H 3.17027 -4.08650 4.83026
H 0.87870 -1.97218 4.19077
H 0.59710 -3.53621 5.00166
H -0.25689 -3.13166 3.49215
H 2.46801 -5.61569 2.55699
H 0.73291 -5.30325 2.33328
H 1.37866 -5.63179 3.95556
```

These are the natural (NBO) partial charges, in e, on atoms 1 to 5: Mg 1.767; C -0.648; C 0.183; N -0.409; C -0.040


[2]
A cluster of 2 separate species, C16H17N in total. Source: the Open Molecules 2025 dataset; level of theory: ωB97M-V with the def2-TZVPD basis set.

Maximum force in hartree/bohr: 0.0265
Structure (SMILES): Cc1c[nH]c2ccccc12.Cc1ccccc1
LUMO level in eV: 0.9
Charge: 0
Energy relative to the best compared isomer or geometry (same formula, charge and spin) in kcal/mol: 13.67

```
34
C16H17N ωB97M-V with the def2-TZVPD basis set
C 3.83824 1.76697 -2.38164
C 3.90448 0.77059 -1.26586
C 4.96609 -0.00061 -0.91952
N 4.63622 -0.81535 0.14362
C 3.31749 -0.62653 0.45235
C 2.53310 -1.21517 1.43450
C 1.22666 -0.77808 1.55258
C 0.66385 0.10702 0.63218
C 1.47830 0.72602 -0.30385
C 2.79463 0.31090 -0.46001
H 4.67841 2.46401 -2.41360
H 2.91602 2.35421 -2.30252
H 3.80463 1.29151 -3.36593
H 5.92857 0.04593 -1.40711
H 5.27182 -1.40279 0.64910
H 2.94264 -1.88536 2.17932
H 0.67909 -1.09989 2.42968
H -0.39237 0.28138 0.48598
H 1.03499 1.50356 -0.92234
C -3.76363 -1.87907 -1.30926
C -4.02386 -0.68030 -0.43609
C -3.02672 0.20935 -0.08038
C -3.26090 1.16482 0.91733
C -4.46689 1.24108 1.56469
C -5.46880 0.33104 1.21771
C -5.25147 -0.59959 0.22230
H -3.33519 -2.62792 -0.64741
H -3.13103 -1.67410 -2.17071
H -4.68498 -2.30982 -1.69806
H -2.11240 0.32507 -0.64561
H -2.45102 1.85691 1.12855
H -4.70411 2.00619 2.29628
H -6.39591 0.45426 1.75844
H -5.95895 -1.40331 0.07392
```

These are the natural (NBO) partial charges, in e, on atoms 1 to 5: C -0.631; C -0.081; C -0.036; N -0.525; C 0.146


[3]
A structure of composition C16H20MoN3O9S. Source: the Open Molecules 2025 dataset; level of theory: ωB97M-V with the def2-TZVPD basis set.

Maximum force in hartree/bohr: 0.0047
LUMO level in eV: -5.0
Charge: +1
Energy relative to the best compared isomer or geometry (same formula, charge and spin) in kcal/mol: 0.00

```
50
C16H20MoN3O9S ωB97M-V with the def2-TZVPD basis set
Mo -0.24453 1.15769 0.00990
O 2.22642 2.63361 -2.87056
C 1.77596 2.25693 -1.83719
O 0.54467 1.77668 -1.64633
C 2.51700 2.24241 -0.53120
C 3.80887 2.65690 -0.29347
C 4.29690 2.56146 1.00640
C 3.48842 2.05953 2.02089
C 2.20765 1.66950 1.69488
N 1.75661 1.76450 0.44866
C 1.15751 1.11237 2.61249
O 1.32539 0.87515 3.76631
O 0.03551 0.89877 1.92533
H 4.39956 3.04318 -1.11240
H 5.30621 2.88088 1.22844
H 3.82353 1.96990 3.04484
N 0.01558 -0.59844 -0.39069
C -0.71579 -1.65587 -0.69023
N -0.23360 -2.86371 -0.78453
C -1.04776 -4.05022 -1.09365
C -0.96756 -5.03580 0.06826
C 0.48048 -5.20031 0.58035
C 1.48897 -4.56573 -0.37422
C 1.20825 -3.07874 -0.53580
H -0.64790 -4.48249 -2.01142
H -2.06806 -3.74086 -1.28955
H -1.37630 -5.98659 -0.27335
H -1.61576 -4.68643 0.87253
H 0.71709 -6.25388 0.71771
H 0.58166 -4.72976 1.56086
H 1.47165 -5.06491 -1.34477
H 2.50304 -4.67363 0.00995
H 1.77612 -2.64190 -1.35918
H 1.46816 -2.54286 0.37847
C -3.44684 3.07535 0.70739
C -2.13120 3.71256 0.30955
C -2.17792 4.39239 -1.04525
O -1.06502 2.74549 0.28067
H -4.17387 3.87305 0.86179
H -3.35589 2.50988 1.63250
H -3.83093 2.42900 -0.08249
H -1.81596 4.41684 1.08372
H -2.44373 3.67040 -1.81787
H -1.21638 4.84038 -1.29386
H -2.93036 5.18023 -1.03029
O -1.90366 0.86766 -1.49862
S -2.68106 -0.01977 -0.61538
O -2.04522 -1.51874 -0.89917
O -2.19061 0.30427 0.73733
O -4.05527 -0.18632 -0.83776
```

These are the Mulliken partial charges, in e, on atoms 1 to 5: Mo -0.361; O -0.561; C 0.201; O -0.274; C 0.840